The following is a DFT calculation (ωB97M-V/def2-TZVPD) of a cluster of 8 separate species, C60H125BN6O9 in total in a non-equilibrium geometry.

Computed properties:
DFT total energy, eV: -92258.0684
HOMO-LUMO gap, eV: 3.1
Net charge: +4
LUMO, Ha: -0.1903
HOMO, Eh: -0.3045

Each line ends with the Löwdin charge.
Atoms and positions in Å:
1 C -15.4908 -17.8891 -20.3584  -0.173
2 C -14.0358 -17.7296 -20.8308  -0.578
3 O -12.9923 -17.3582 -19.9391  -0.460
4 H -16.1582 -18.2808 -21.1261  0.042
5 H -15.8254 -16.9043 -20.0325  0.034
6 H -15.5578 -18.5200 -19.4721  0.040
7 H -14.0938 -17.0280 -21.6631  0.051
8 H -13.8566 -18.6976 -21.2986  0.057
9 O -20.4528 -17.6111 -25.0767  0.098
10 C -20.2726 -16.4687 -24.6513  -0.400
11 O -20.9187 -15.9711 -23.6412  0.227
12 B -20.5075 -14.5362 -23.4792  -0.809
13 O -19.3544 -14.3591 -24.3778  0.206
14 C -19.2647 -15.4635 -25.2007  -0.393
15 O -18.5137 -15.6464 -26.0554  0.196
16 O -20.1055 -14.2045 -22.0815  0.210
17 C -20.7420 -13.1164 -21.6702  -0.386
18 O -20.5109 -12.5007 -20.6536  0.114
19 C -21.7777 -12.7382 -22.7922  -0.393
20 O -21.6069 -13.5533 -23.7917  0.221
21 O -22.4603 -11.7323 -22.6374  0.108
22 C -12.4699 -14.4535 -13.8402  -0.077
23 C -13.9500 -14.9128 -14.0945  -0.199
24 C -14.9245 -14.1481 -13.2136  -0.122
25 N -16.4471 -14.5643 -13.3716  -0.242
26 C -16.5426 -16.0438 -13.0481  -0.077
27 C -18.0747 -16.4397 -12.9894  -0.125
28 C -18.9535 -15.4407 -12.1873  -0.199
29 C -18.7823 -14.0191 -12.5135  -0.186
30 C -17.2635 -13.6707 -12.4878  -0.112
31 C -16.7812 -14.2172 -14.8660  0.058
32 H -12.0981 -14.4955 -12.8164  0.081
33 H -12.1372 -13.5745 -14.3924  0.075
34 H -11.7273 -15.1491 -14.2312  0.078
35 H -13.9464 -15.9608 -13.7949  0.113
36 H -14.2963 -14.6247 -15.0870  0.104
37 H -14.8793 -13.0737 -13.3921  0.134
38 H -14.7766 -14.4075 -12.1653  0.131
39 H -16.1029 -16.2736 -12.0776  0.140
40 H -15.9759 -16.5995 -13.7952  0.127
41 H -18.2128 -17.4583 -12.6267  0.116
42 H -18.4187 -16.6780 -13.9958  0.109
43 H -18.7213 -15.4714 -11.1228  0.123
44 H -20.0038 -15.7275 -12.2376  0.122
45 H -19.2754 -13.3018 -11.8575  0.130
46 H -19.2001 -13.8245 -13.5013  0.106
47 H -16.9614 -13.7914 -11.4474  0.140
48 H -17.0442 -12.6293 -12.7236  0.136
49 H -16.2411 -14.9164 -15.5043  0.106
50 H -16.4936 -13.1777 -15.0230  0.113
51 H -17.8573 -14.3145 -15.0101  0.093
52 C -23.7816 -13.4407 -30.2775  -0.098
53 C -23.6644 -14.8959 -30.4403  -0.258
54 C -23.6280 -15.4306 -31.9010  -0.053
55 N -23.8057 -17.0234 -32.1275  -0.224
56 C -23.4915 -17.4619 -33.6285  -0.081
57 C -22.0382 -17.3219 -34.0523  -0.162
58 C -21.1042 -18.1135 -33.0858  -0.160
59 C -21.3272 -17.6562 -31.6212  -0.144
60 C -22.8310 -17.7669 -31.1749  -0.103
61 C -25.2472 -17.4920 -31.7838  0.029
62 H -24.7638 -13.0125 -30.4772  0.090
63 H -23.0397 -12.9846 -30.9330  0.087
64 H -23.5960 -13.0606 -29.2729  0.093
65 H -24.4752 -15.4417 -29.9578  0.104
66 H -22.7991 -15.2646 -29.8894  0.110
67 H -22.8008 -15.0550 -32.5035  0.124
68 H -24.5972 -15.1939 -32.3399  0.119
69 H -24.0795 -16.7438 -34.2000  0.130
70 H -23.9556 -18.4359 -33.7832  0.136
71 H -21.7098 -16.2936 -34.2033  0.112
72 H -22.0691 -17.6778 -35.0822  0.125
73 H -20.0273 -18.0677 -33.2483  0.112
74 H -21.4013 -19.1478 -33.2594  0.115
75 H -20.9523 -16.6401 -31.4978  0.111
76 H -20.8728 -18.2987 -30.8670  0.121
77 H -22.9884 -17.4937 -30.1315  0.125
78 H -23.1157 -18.8059 -31.3408  0.125
79 H -25.8487 -16.9758 -32.5320  0.107
80 H -25.5050 -17.2304 -30.7575  0.100
81 H -25.3253 -18.5770 -31.8520  0.106
82 C -24.5785 -19.2093 -16.4316  -0.106
83 C -24.6114 -20.2074 -17.5319  -0.270
84 C -23.2906 -20.6885 -18.0897  -0.123
85 N -23.4068 -21.7739 -19.1688  -0.233
86 C -22.0017 -22.0595 -19.8894  -0.043
87 C -22.0171 -23.3813 -20.7116  -0.161
88 C -22.5223 -24.5663 -19.8691  -0.173
89 C -23.9971 -24.3236 -19.4344  -0.121
90 C -24.0438 -23.0069 -18.5023  -0.089
91 C -24.4329 -21.2766 -20.2246  0.046
92 H -23.9421 -19.6110 -15.6432  0.084
93 H -25.5519 -18.9659 -16.0059  0.090
94 H -24.1118 -18.2829 -16.7665  0.084
95 H -25.1730 -19.6599 -18.2889  0.113
96 H -25.2099 -21.0077 -17.0969  0.116
97 H -22.5520 -20.9520 -17.3326  0.144
98 H -22.8871 -19.8836 -18.7040  0.132
99 H -21.2311 -22.2045 -19.1322  0.130
100 H -21.7276 -21.1540 -20.4306  0.134
101 H -21.0182 -23.5056 -21.1297  0.128
102 H -22.7287 -23.3066 -21.5339  0.104
103 H -21.9059 -24.6104 -18.9712  0.115
104 H -22.4353 -25.4701 -20.4722  0.121
105 H -24.4519 -25.1894 -18.9532  0.119
106 H -24.6691 -24.1145 -20.2667  0.102
107 H -23.4034 -23.1746 -17.6363  0.131
108 H -25.0795 -22.8372 -18.2080  0.118
109 H -24.1461 -20.2273 -20.2948  0.107
110 H -25.4115 -21.3439 -19.7494  0.100
111 H -24.3874 -21.9406 -21.0878  0.101
112 C -13.5492 -11.4399 -31.5080  -0.078
113 C -13.1162 -12.7199 -32.2716  -0.231
114 C -13.5615 -14.0126 -31.5351  -0.099
115 N -13.3414 -15.3680 -32.3005  -0.221
116 C -11.7829 -15.6343 -32.3766  -0.078
117 C -11.4131 -16.9917 -33.0280  -0.174
118 C -12.0701 -18.1960 -32.3426  -0.161
119 C -13.6354 -17.9414 -32.1254  -0.121
120 C -13.9265 -16.5529 -31.4829  -0.094
121 C -13.8711 -15.3025 -33.7191  0.011
122 H -13.1840 -10.4988 -31.9191  0.090
123 H -13.1553 -11.6174 -30.5073  0.072
124 H -14.6289 -11.5576 -31.4153  0.078
125 H -12.0279 -12.7620 -32.3153  0.107
126 H -13.5418 -12.5227 -33.2556  0.108
127 H -14.6406 -14.0221 -31.3815  0.129
128 H -13.0757 -14.1000 -30.5633  0.132
129 H -11.3766 -15.4672 -31.3790  0.137
130 H -11.3120 -14.9672 -33.0985  0.124
131 H -10.3455 -17.2096 -33.0580  0.128
132 H -11.6447 -16.9194 -34.0906  0.110
133 H -11.5921 -18.3459 -31.3746  0.115
134 H -11.9047 -19.0819 -32.9557  0.117
135 H -13.9201 -18.7047 -31.4013  0.120
136 H -14.0539 -18.0296 -33.1281  0.104
137 H -13.7046 -16.3402 -30.4372  0.133
138 H -15.0083 -16.4759 -31.3743  0.125
139 H -13.8356 -16.2335 -34.2848  0.095
140 H -13.2400 -14.6311 -34.3014  0.108
141 H -14.9290 -15.0401 -33.7086  0.115
142 C -32.7005 -11.8401 -14.0243  -0.075
143 C -31.2798 -12.3149 -14.3560  -0.255
144 C -30.5752 -11.4275 -15.3775  -0.111
145 N -29.0747 -11.6948 -15.6830  -0.249
146 C -28.7269 -10.8029 -16.8754  -0.105
147 C -27.2285 -10.5838 -17.2434  -0.126
148 C -26.3490 -10.3126 -16.0042  -0.217
149 C -26.6081 -11.2612 -14.9540  -0.182
150 C -28.1328 -11.4091 -14.5145  -0.059
151 C -28.9026 -13.1730 -16.1717  0.046
152 H -32.7213 -10.8282 -13.6197  0.087
153 H -33.1669 -12.5616 -13.3534  0.088
154 H -33.2243 -11.9339 -14.9756  0.081
155 H -31.3571 -13.3236 -14.7619  0.106
156 H -30.7883 -12.5344 -13.4082  0.111
157 H -30.5656 -10.3862 -15.0556  0.136
158 H -31.1598 -11.5740 -16.2858  0.138
159 H -28.9908 -9.8055 -16.5238  0.134
160 H -29.3333 -11.1764 -17.7005  0.135
161 H -27.1041 -9.7137 -17.8880  0.129
162 H -26.9205 -11.5069 -17.7344  0.112
163 H -26.4132 -9.3321 -15.5324  0.130
164 H -25.3369 -10.3399 -16.4079  0.129
165 H -26.0917 -11.0734 -14.0127  0.127
166 H -26.2221 -12.2457 -15.2185  0.115
167 H -28.4783 -10.4985 -14.0250  0.137
168 H -28.3380 -12.2119 -13.8063  0.124
169 H -28.9916 -13.7578 -15.2562  0.100
170 H -27.9144 -13.4263 -16.5554  0.099
171 H -29.6767 -13.3355 -16.9217  0.111
172 C -11.0814 -6.3129 -20.8691  -0.076
173 C -11.2732 -7.7878 -20.5001  -0.241
174 C -11.1911 -8.7697 -21.7074  -0.088
175 N -11.6556 -10.2441 -21.4588  -0.211
176 C -13.1884 -10.3103 -21.1800  -0.089
177 C -14.0074 -10.0371 -22.4556  -0.150
178 C -13.6006 -10.9742 -23.6500  -0.173
179 C -12.0906 -10.8852 -23.9005  -0.159
180 C -11.2985 -11.2196 -22.6037  -0.088
181 C -10.9941 -10.9509 -20.2120  0.033
182 H -11.8539 -5.8973 -21.5160  0.081
183 H -10.1192 -6.1910 -21.3665  0.083
184 H -11.0693 -5.8468 -19.8838  0.085
185 H -12.1261 -8.0014 -19.8558  0.102
186 H -10.4488 -8.0719 -19.8461  0.104
187 H -10.1940 -8.6921 -22.1407  0.138
188 H -11.8905 -8.3937 -22.4541  0.111
189 H -13.5570 -9.6974 -20.3574  0.129
190 H -13.3176 -11.3544 -20.8949  0.128
191 H -13.9792 -9.0010 -22.7930  0.107
192 H -15.0668 -10.1656 -22.2334  0.121
193 H -14.1294 -10.8923 -24.5995  0.114
194 H -13.9447 -11.9654 -23.3548  0.117
195 H -11.8291 -9.9370 -24.3703  0.116
196 H -11.8437 -11.6678 -24.6179  0.119
197 H -10.2779 -10.9296 -22.8537  0.128
198 H -11.4047 -12.2458 -22.2521  0.144
199 H -11.5067 -11.8941 -20.0231  0.103
200 H -11.0783 -10.3406 -19.3129  0.097
201 H -9.9484 -11.1753 -20.4224  0.109

Atoms 1-2, force components in eV/Å:
0.3 0.8 1.1
1.7 0.1 1.0